[1]
Below is a molecular structure, C21H19Cl5F3InN5O2PS, with properties calculated with ωB97M-V/def2-TZVPD.

HOMO, eV: -12.75
ΔE to the lowest compared entry with this formula, charge and spin, kcal per mole: 0.00
E_LUMO, eV: -5.77
Energy, eV: -129671.6771

```
! RIJCOSX wB97M-V def2-TZVPD def2/J DEFGRID3
* xyz 2 1
In -0.393 -0.063 2.001
N 3.761 1.132 2.063
C 4.573 0.003 1.739
C 5.854 -0.097 2.249
C 6.614 -1.223 1.963
C 6.081 -2.254 1.206
C 4.783 -2.161 0.721
C 4.043 -1.017 0.968
S 2.451 -0.791 0.246
N 1.720 0.192 1.452
C 2.418 1.051 2.120
C 1.683 1.989 3.029
C 2.256 3.124 3.571
C 1.498 3.916 4.424
C 0.196 3.551 4.710
C -0.317 2.414 4.109
N 0.408 1.658 3.285
H 4.201 1.792 2.684
H 6.261 0.698 2.863
H 7.622 -1.295 2.346
H 6.670 -3.134 0.994
H 4.354 -2.966 0.138
H 3.267 3.421 3.328
H 1.927 4.809 4.857
H -0.420 4.133 5.379
H -1.334 2.093 4.294
N -5.877 -2.814 -3.363
C -5.519 -1.573 -4.132
P -4.487 -0.623 -2.954
O -3.099 -1.365 -3.044
O -5.202 -0.737 -1.677
C -3.974 0.990 -3.659
N -2.283 2.709 -1.513
H -6.612 -3.358 -3.820
H -6.189 -2.523 -2.423
H -5.061 -3.420 -3.235
H -6.434 -1.009 -4.304
H -5.065 -1.836 -5.084
H -4.642 1.767 -4.010
H -3.162 0.808 -4.369
H -4.354 2.055 -1.713
H -3.002 3.400 -1.279
H -1.540 0.679 1.005
F -1.191 -2.772 3.022
C -0.310 -1.802 3.323
F 0.912 -2.374 3.348
F -0.578 -1.405 4.593
Cl -3.146 1.441 -1.968
C -1.428 0.409 -2.574
C -1.777 -0.912 -2.838
C -0.834 -1.909 -3.050
Cl -1.340 -3.535 -3.302
C 0.511 -1.566 -3.095
Cl 1.688 -2.778 -3.366
C 0.885 -0.226 -2.956
Cl 2.533 0.189 -3.180
C -0.079 0.749 -2.658
Cl 0.483 2.361 -2.462
*
```

=====

[2]
Below is a molecular structure, C7H10, with properties calculated with ωB97M-V/def2-TZVPD.

HOMO, eV: -7.20
ΔE to the lowest compared entry with this formula, charge and spin, kcal per mole: 76.91
E_LUMO, eV: 0.92
Energy, eV: -7417.6997

```
! RIJCOSX wB97M-V def2-TZVPD def2/J DEFGRID3
* xyz 0 1
C 1.808 -1.195 0.193
C 0.633 -1.743 -0.085
C 1.205 0.223 -0.035
C 0.024 -0.328 -0.320
C 1.796 1.573 0.049
C -2.319 -0.167 0.479
C -1.344 0.117 -0.668
H 2.781 -1.552 0.467
H 0.241 -2.739 -0.140
H 2.638 1.663 -0.640
H 2.174 1.757 1.056
H 1.056 2.332 -0.195
H -2.328 -1.229 0.713
H -3.327 0.138 0.206
H -2.019 0.378 1.371
H -1.334 1.187 -0.889
H -1.683 -0.415 -1.562
*
```

=====

[3]
Below is 9 unconnected molecules or ions with the total composition H18O9, with properties calculated with ωB97M-V/def2-TZVPD.

HOMO, eV: -11.43
ΔE to the lowest compared entry with this formula, charge and spin, kcal per mole: 71.28
Structure (SMILES): O.O.O.O.O.O.O.O.O
E_LUMO, eV: 0.10
Energy, eV: -18719.0446

```
! RIJCOSX wB97M-V def2-TZVPD def2/J DEFGRID3
* xyz 0 1
O 0.693 -13.701 14.841
H 1.056 -14.586 14.828
H 1.400 -13.146 14.514
O 7.720 -10.673 22.769
H 8.547 -10.266 23.028
H 7.831 -10.873 21.839
O 3.909 -12.238 18.765
H 3.413 -13.003 19.054
H 4.662 -12.202 19.355
O 10.210 -10.380 18.881
H 9.803 -10.502 18.023
H 10.281 -9.431 18.980
O 3.577 -10.223 14.140
H 3.463 -10.537 15.038
H 2.880 -9.578 14.022
O -1.550 -15.839 21.948
H -0.638 -15.823 21.657
H -1.509 -15.612 22.877
O 7.482 -15.401 23.680
H 7.191 -14.489 23.679
H 7.683 -15.588 24.597
O 2.597 -7.694 20.483
H 3.364 -7.168 20.255
H 2.711 -8.508 19.994
O 2.897 -16.081 21.419
H 3.121 -16.177 22.345
H 3.235 -16.876 21.007
*
```

=====

[4]
Below is C4H8O in the gas phase, with properties calculated with ωB97M-V/def2-TZVPD.

HOMO, eV: -9.53
ΔE to the lowest compared entry with this formula, charge and spin, kcal per mole: 54.51
Structure (SMILES): C[C@@H]1O[C@@H]1C
E_LUMO, eV: 1.03
Energy, eV: -6322.8039

```
! RIJCOSX wB97M-V def2-TZVPD def2/J DEFGRID3
* xyz 0 1
C 0.755 -1.651 -0.571
C 0.502 -0.184 -0.658
O 1.188 0.327 0.645
C 0.005 0.889 0.189
C -1.289 1.048 0.894
H 1.839 -1.676 -0.760
H 0.286 -2.270 -1.338
H 0.588 -2.006 0.444
H 0.651 0.184 -1.690
H 0.295 1.816 -0.315
H -1.673 0.129 1.332
H -1.190 1.821 1.658
H -1.986 1.403 0.123
*
```

=====

[5]
Below is a molecular structure, C20H33N5O2, with properties calculated with ωB97M-V/def2-TZVPD.

HOMO, eV: -8.48
ΔE to the lowest compared entry with this formula, charge and spin, kcal per mole: 417.35
E_LUMO, eV: -0.17
Energy, eV: -32805.5487

```
! RIJCOSX wB97M-V def2-TZVPD def2/J DEFGRID3
* xyz 0 1
C -4.067 -1.788 1.457
C -4.254 -2.794 0.253
C -3.307 -2.545 -0.967
C -1.952 -3.030 -0.654
C -1.102 -1.958 -0.491
C -0.833 -1.111 -1.571
N -0.147 0.066 -1.174
C 1.233 0.522 -1.607
N 1.466 1.771 -1.209
C 0.386 2.212 -0.706
C -0.724 1.520 -0.806
C -2.127 1.724 -0.603
O -2.974 0.720 -0.713
N -2.131 3.024 0.011
C -1.164 3.874 0.004
O -1.462 4.970 0.680
N 0.158 3.349 -0.168
C 1.184 4.390 -0.006
H 0.907 5.541 0.015
H 1.788 4.469 -0.880
H 1.805 4.159 0.667
C -3.623 3.428 0.486
H -3.872 2.821 1.202
H -3.549 4.426 0.808
H -4.163 3.366 -0.772
C 2.388 -0.392 -2.051
N 3.321 -1.119 -1.143
C 4.430 0.114 -0.791
C 4.001 0.804 0.559
C 3.664 -0.062 1.694
C 2.452 -0.785 1.166
C 1.985 -1.837 2.233
H 2.865 -2.432 2.659
H 1.143 -2.554 2.051
H 1.703 -1.291 3.235
C 2.880 -1.516 0.017
H 2.028 -2.328 -0.531
H 3.654 -2.373 0.529
H 1.584 -0.197 0.972
H 3.240 0.736 2.567
H 4.534 -0.747 2.098
H 3.152 1.614 0.414
H 4.874 1.367 0.747
H 4.609 0.425 -1.594
H 5.144 -0.629 -0.591
H 2.990 0.073 -2.836
H 1.898 -1.386 -2.463
H -0.049 -1.799 -2.247
H -1.674 -0.654 -2.241
H -1.782 -1.037 0.383
H -0.177 -2.052 0.099
H -1.958 -3.620 0.186
H -1.385 -3.485 -1.566
H -3.460 -1.688 -1.190
H -3.715 -3.349 -1.626
H -4.305 -3.708 0.856
H -5.453 -2.690 -0.165
H -4.985 -1.816 2.177
H -3.145 -1.918 1.884
H -3.923 -0.794 1.257
*
```

=====

[6]
Below is a molecular structure, C34H46AsI2N4OPV, with properties calculated with ωB97M-V/def2-TZVPD.

HOMO (alpha / beta), eV: -5.76 / -6.63
E_LUMO (alpha / beta), eV: -0.59 / -0.62
Energy, eV: -156029.5038

```
! RIJCOSX wB97M-V def2-TZVPD def2/J DEFGRID3
* xyz 0 4
V 0.649 0.587 -0.084
O 4.366 -0.679 0.331
C 3.235 -0.203 0.448
N 2.181 -0.449 -0.342
C 2.307 -1.574 -1.226
C 1.237 -2.593 -0.945
C 1.406 -3.925 -1.316
C 0.410 -4.838 -1.025
C -0.720 -4.392 -0.357
C -0.795 -3.051 -0.024
N 0.146 -2.161 -0.321
C 2.843 0.684 1.568
C 3.741 1.025 2.567
C 3.297 1.733 3.667
C 1.942 2.052 3.718
C 1.111 1.667 2.688
N 1.528 0.993 1.609
H 3.302 -2.023 -1.092
H 2.225 -1.277 -2.281
H 2.315 -4.236 -1.809
H 0.517 -5.879 -1.293
H -1.521 -5.064 -0.089
H -1.654 -2.682 0.519
H 4.762 0.701 2.446
H 3.971 2.023 4.456
H 1.528 2.600 4.549
H 0.060 1.928 2.728
I 1.287 -2.136 2.876
C -0.608 -1.173 3.295
I -1.782 -0.125 1.686
H -0.423 -0.416 4.049
H -1.266 -1.940 3.688
C -3.828 -0.849 -5.200
C -4.716 -0.412 -4.043
As -3.664 -0.126 -2.368
C -5.207 0.319 -1.198
C -5.884 1.616 -1.625
C -3.402 -2.063 -1.954
C -4.217 -2.609 -0.795
H -4.410 -0.997 -6.109
H -3.322 -1.786 -4.966
H -3.065 -0.096 -5.399
H -5.485 -1.165 -3.849
H -5.215 0.527 -4.303
H -4.818 0.429 -0.181
H -5.946 -0.482 -1.187
H -5.146 2.406 -1.774
H -6.605 1.949 -0.877
H -6.417 1.479 -2.565
H -2.338 -2.198 -1.735
H -3.623 -2.637 -2.860
H -4.060 -2.001 0.096
H -3.925 -3.635 -0.571
H -5.279 -2.614 -1.030
C -2.782 4.048 1.619
C -2.941 3.177 0.555
C -1.845 2.681 -0.127
C -0.549 3.058 0.242
C -0.403 3.987 1.290
C -1.505 4.460 1.974
N 0.559 2.513 -0.383
C 1.520 3.369 -0.831
C 2.840 2.928 -1.025
C 3.804 3.772 -1.535
C 3.503 5.088 -1.858
C 2.206 5.545 -1.672
C 1.227 4.705 -1.183
H -3.644 4.421 2.151
H -3.932 2.881 0.244
H -1.990 2.005 -0.966
H 0.590 4.332 1.554
H -1.363 5.160 2.786
H 3.096 1.911 -0.761
H 4.811 3.402 -1.677
H 4.271 5.742 -2.245
H 1.955 6.570 -1.913
H 0.218 5.081 -1.069
C -0.617 2.005 -3.390
P 0.338 0.646 -2.595
C 1.967 1.071 -3.369
C -0.204 -0.699 -3.747
H -0.333 2.075 -4.440
H -0.392 2.946 -2.894
H -1.687 1.802 -3.319
H 1.992 0.709 -4.399
H 2.813 0.660 -2.822
H 2.068 2.156 -3.363
H -0.098 -0.363 -4.779
H -1.255 -0.914 -3.552
H 0.374 -1.610 -3.603
*
```